Entry 1:
DFT (ωB97M-V/def2-TZVPD) results for a molecular structure, C13H26Cl2O10STi in a non-equilibrium geometry.

The geometry in XYZ format:
```
53
Properties=species:S:1:pos:R:3:forces:R:3
Ti -0.187874 0.212267 -0.418348 -1.00 3.20 2.95
C -2.888454 1.896101 -0.149746 0.29 0.46 0.26
C -2.143499 2.038741 1.173869 -0.41 -0.29 -0.01
O -0.730464 1.848309 0.965277 -0.29 0.31 -0.27
C 0.067834 3.038131 0.834734 0.45 0.13 -0.17
C 0.153178 3.448770 -0.631219 -0.38 0.09 0.40
O 0.212367 2.253529 -1.424063 0.15 -0.26 0.13
C 1.373592 2.076711 -2.251858 0.11 -0.18 -0.21
C 2.437101 1.252272 -1.491953 0.05 0.52 -0.36
O 1.812032 0.804386 -0.265428 0.08 -0.18 -0.05
C 2.654965 -0.088681 0.501958 0.04 -0.38 0.51
C 2.026648 -0.176264 1.885443 0.23 0.36 -0.22
O 0.599574 -0.201069 1.708384 0.20 -0.60 -0.46
C -0.151456 -1.125457 2.514412 -0.49 0.04 0.04
C -1.151558 -1.842926 1.618648 0.50 -0.13 0.32
O -1.665350 -0.854137 0.699997 0.13 -0.05 -0.06
C -2.794807 -1.330304 -0.063789 -0.51 0.18 -0.24
C -3.007266 -0.313360 -1.202970 0.04 -0.35 -0.07
O -2.245547 0.875415 -0.930410 0.01 -0.10 0.17
H -2.832495 2.819259 -0.728988 -0.05 -0.10 -0.06
H -3.936503 1.655713 0.030105 0.04 -0.02 -0.06
H -2.444370 1.256784 1.870714 0.03 0.09 -0.01
H -2.339447 3.009875 1.629387 0.09 -0.03 -0.01
H 1.053902 2.767875 1.212634 -0.09 0.03 0.03
H -0.336893 3.842421 1.450107 -0.02 -0.09 0.00
H 1.021786 4.087345 -0.793984 0.00 -0.07 -0.05
H -0.740026 3.998466 -0.935070 0.07 -0.04 -0.08
H 1.765305 3.041297 -2.570920 -0.07 -0.02 0.05
H 1.028409 1.525963 -3.123156 0.08 0.14 -0.01
H 3.305790 1.858169 -1.226016 -0.07 -0.09 0.10
H 2.751845 0.393700 -2.088004 -0.01 0.00 0.14
H 3.665693 0.317667 0.560707 -0.08 0.06 -0.06
H 2.664578 -1.067850 0.022441 0.10 0.11 -0.09
H 2.281595 0.702622 2.483962 -0.07 -0.10 0.03
H 2.381339 -1.074801 2.387190 -0.03 0.00 0.02
H -0.667662 -0.552540 3.289063 0.12 -0.02 -0.01
H 0.503100 -1.863193 2.976251 0.01 0.04 0.03
H -1.969687 -2.254654 2.212583 -0.01 0.07 -0.07
H -0.658521 -2.634578 1.052252 -0.15 0.00 -0.04
H -3.654205 -1.390429 0.608690 0.13 0.01 0.01
H -2.589316 -2.314747 -0.490553 0.10 0.03 0.14
H -4.060783 -0.072362 -1.339123 0.09 0.05 -0.02
H -2.600229 -0.708453 -2.131883 -0.17 0.05 0.02
Cl 2.201377 -3.812134 1.467902 0.03 0.33 0.44
C 2.236505 -4.929658 0.113111 -0.21 -0.04 -0.67
Cl 1.347946 -4.249167 -1.293286 0.50 -1.02 0.60
H 1.759092 -5.850099 0.430235 -0.04 0.04 -0.13
H 3.270452 -5.090775 -0.170441 -0.06 0.02 -0.05
O -0.781769 -2.476736 -2.373203 0.12 -0.02 -0.23
S 0.279841 -1.577270 -2.105953 0.36 -1.05 -1.00
O -0.302898 -0.118683 -2.162819 -0.17 -0.05 -1.43
O 0.496201 -1.465450 -0.566285 0.42 -1.04 -0.02
O 1.529019 -1.585985 -2.770568 -0.15 -0.05 -0.17
```
Forces are in eV/Å.

Summary:
charge: +2
E_HOMO: -15.92 eV
calculated total energy: -93358.8662 eV

---

Entry 2:
DFT (ωB97M-V/def2-TZVPD) results for a molecular structure, C13H26CsNO3S in a non-equilibrium geometry.

The geometry in XYZ format:
```
45
Properties=species:S:1:pos:R:3:forces:R:3
Cs -0.262083 0.946253 -4.213114 0.40 0.13 0.74
C 1.367263 -2.510610 -1.792337 -0.02 0.71 -0.64
C 0.450041 -1.703094 -0.835381 0.16 0.13 0.25
C 0.154571 -2.549640 0.422929 0.35 0.00 0.79
C 1.300030 -2.522137 1.436076 0.86 -0.35 -1.27
C 1.697005 -1.115921 1.834166 -1.22 -0.62 -1.30
C 1.928272 -0.197273 0.605235 1.27 -1.57 -0.04
N 0.967246 -0.389189 -0.465864 -1.55 -0.10 1.97
O 0.919915 0.666216 -1.362295 -0.06 -0.22 -1.42
C 3.352556 -0.553462 0.080977 0.90 0.98 0.65
C 1.912387 1.224455 1.163642 1.15 0.27 -1.44
C -0.912847 -1.526302 -1.513960 0.49 0.16 -0.16
H 1.579672 -1.822589 -2.620856 0.29 -0.05 0.04
H 0.902545 -3.383259 -2.260056 -0.19 -0.06 0.30
H 2.315906 -2.814308 -1.354925 -0.02 0.05 0.13
H 0.028852 -3.584801 0.096452 -0.36 0.00 0.01
H -0.757934 -2.188667 0.906193 -0.14 -0.04 -0.13
H 2.137136 -2.965840 0.874167 0.17 0.08 0.21
H 1.255362 -3.161180 2.321846 -0.77 -0.02 -0.09
H 2.611361 -1.290506 2.400471 -0.11 1.02 0.48
H 0.819752 -0.679571 2.326542 0.47 0.01 0.78
H 3.681529 -1.591000 0.162725 -0.61 -0.22 -0.10
H 4.081397 -0.037379 0.726544 0.06 0.10 -0.26
H 3.514458 -0.219333 -0.944043 -0.18 0.10 0.00
H 2.635724 1.315362 1.974657 -0.36 -0.22 0.42
H 0.913511 1.564096 1.418622 0.01 -0.03 0.17
H 2.353750 1.856978 0.382630 -0.55 0.23 0.05
H -1.536031 -0.893177 -0.883091 -0.20 -0.22 0.07
H -1.320932 -2.522207 -1.692157 -0.35 0.13 0.04
H -0.822996 -1.000813 -2.463866 0.06 -0.24 0.03
C -3.078847 1.383083 1.022791 -0.62 0.98 0.43
C -1.992410 2.376985 1.399798 0.66 0.82 0.62
C -1.184246 2.635303 0.141864 0.17 -0.93 -0.62
S -2.448034 2.909334 -1.141670 0.03 -1.23 1.60
O -2.103283 2.197526 -2.367914 -0.22 0.48 0.15
O -2.840112 4.288972 -1.189317 -0.02 0.42 -0.37
C -3.764379 1.950155 -0.226577 0.86 -0.71 -1.57
H -3.789287 1.292702 1.845227 -0.07 -0.13 -0.07
H -2.617464 0.410016 0.863283 -0.10 -0.02 -0.30
H -1.373957 2.006154 2.221104 0.18 -0.24 -0.29
H -2.349425 3.335288 1.793402 -0.54 -0.14 -0.17
H -0.657360 1.712440 -0.149093 0.02 0.04 -0.35
H -0.416115 3.404353 0.155059 -0.35 0.34 0.01
H -4.011134 1.159190 -0.938362 -0.09 -0.02 0.08
H -4.641356 2.587380 -0.161509 0.17 0.20 0.59
```
Forces are in eV/Å.

Summary:
charge: 0
energy above the lowest of the compared OMol25 structures with the same formula, charge and spin: 0.00 kJ/mol
E_HOMO: -4.93 eV
calculated total energy: -32915.7809 eV

---

Entry 3:
DFT (ωB97M-V/def2-TZVPD) results for 2 unconnected molecules or ions with the total composition C13H26N4O4P in a non-equilibrium geometry.

The geometry in XYZ format:
```
48
Properties=species:S:1:pos:R:3:forces:R:3
C -4.142649 0.403347 1.098509 0.09 -0.02 0.15
C -2.956444 0.187684 2.027970 -0.07 -0.27 -0.44
C -2.339981 -1.207714 1.951687 -0.12 0.54 0.90
O -0.909496 -1.103958 1.924215 -0.28 -0.27 -0.38
C -0.250837 -1.899015 0.985962 0.48 0.37 0.43
C 0.275171 -1.092556 -0.239200 -0.21 -0.45 -0.01
C 0.137010 0.325903 -0.000215 -0.50 1.95 0.48
N 0.022530 1.464060 0.183835 0.29 -1.31 -0.19
C -0.320289 -1.495575 -1.609300 -0.19 -0.75 0.24
C -0.022996 -0.426561 -2.533065 0.65 2.65 -1.76
N 0.225774 0.515860 -3.176954 -0.35 -2.04 1.24
C -1.866366 -1.657599 -1.580657 0.28 0.84 -0.33
O -2.424258 -1.283933 -2.803584 -0.24 -0.38 0.09
C -2.960622 -2.353132 -3.571791 -0.08 0.52 -0.31
P 0.546824 -3.012028 -2.373234 0.61 -0.73 -1.23
N 1.598334 -3.503364 -1.095206 -0.99 0.29 0.16
O -0.600776 -4.215501 -2.415750 0.24 0.85 0.58
H -5.058432 0.079506 1.566284 -0.39 -0.17 0.11
H -4.060429 -0.126194 0.158495 0.16 -0.13 -0.30
H -4.246387 1.450325 0.872170 -0.15 0.44 -0.11
H -2.168468 0.892127 1.818257 0.29 0.29 -0.20
H -3.282613 0.385762 3.035699 0.00 0.09 0.46
H -2.733315 -1.787128 1.128770 0.08 -0.10 -0.47
H -2.601322 -1.730849 2.861250 -0.01 -0.45 0.23
H -0.832861 -2.762156 0.687484 -0.35 -0.16 -0.25
H 0.626169 -2.282780 1.490113 0.32 -0.23 0.21
H 1.340435 -1.255935 -0.314102 0.43 -0.10 0.00
H -2.163941 -2.655424 -1.295566 -0.12 -0.33 0.22
H -2.224859 -0.935162 -0.860451 -0.20 0.13 0.46
H -3.540899 -3.036687 -2.966902 -0.01 -0.31 0.27
H -3.633453 -1.902116 -4.281152 -0.25 0.22 -0.26
H -2.190257 -2.860713 -4.131048 0.30 -0.39 -0.04
H 1.805132 -4.479883 -1.268476 0.49 -0.08 -0.08
H 1.162472 -3.469508 -0.177246 0.18 -0.12 0.11
H -0.900313 -4.387444 -1.515054 -0.33 -0.45 0.04
C 4.618460 5.258452 1.997383 -0.39 -0.21 0.16
C 4.983069 4.063617 1.191327 1.14 0.29 0.05
O 6.077840 3.672169 0.956797 -0.27 -0.10 0.09
N 3.885650 3.277983 0.496441 -0.21 0.22 -0.27
C 2.587511 3.066995 1.217908 0.09 -0.18 -0.10
H 5.474803 5.530955 2.605109 0.10 0.02 -0.09
H 4.370902 6.085320 1.327705 -0.06 0.00 0.01
H 3.770024 5.061115 2.652248 -0.05 0.09 -0.07
H 3.714865 3.760688 -0.394042 -0.14 -0.06 0.05
H 4.351131 2.403341 0.236541 -0.15 -0.09 0.08
H 1.975868 2.397855 0.619220 -0.11 0.06 0.03
H 2.086240 4.022417 1.327169 -0.01 0.01 0.01
H 2.796048 2.617433 2.184448 0.02 0.03 0.03
```
Forces are in eV/Å.

Summary:
charge: +1
energy above the lowest of the compared OMol25 structures with the same formula, charge and spin: 0.00 kJ/mol
E_HOMO: -11.64 eV
calculated total energy: -37333.2907 eV

---

Entry 4:
DFT (ωB97M-V/def2-TZVPD) results for a molecular structure, C13H26N4OP2Zn in a non-equilibrium geometry.

The geometry in XYZ format:
```
47
Properties=species:S:1:pos:R:3:forces:R:3
Zn -0.377984 -0.115066 0.757477 1.95 -1.06 -0.54
P -1.727047 1.248891 -1.965114 2.25 0.94 0.84
P -0.468977 1.731646 2.066808 0.75 1.85 1.61
N 0.450819 -0.899551 -0.859598 -1.12 -1.51 0.25
N 1.643321 -0.042667 1.236553 -0.32 -0.50 0.24
H 2.317684 -1.824084 -1.448590 -0.50 0.00 0.34
H 2.852288 -1.756429 1.177417 0.46 -0.19 0.33
H 1.315959 -2.616787 -0.168768 0.58 -0.18 -0.17
C 1.682861 -1.655359 -0.555528 -1.39 -0.24 0.20
H 3.358270 -0.464518 0.091456 0.16 0.10 -0.05
C 2.495367 -0.977172 0.517243 0.25 0.80 0.81
H 0.831721 -1.322721 -2.901965 -0.16 -0.72 -0.39
H 3.118756 0.786534 2.457249 -0.30 0.12 -0.03
C 0.420350 -0.604941 -2.215417 -0.25 2.99 -0.04
C 2.059615 0.802535 2.151840 -0.24 0.43 0.13
H -1.546677 -1.052356 -2.448681 -0.71 0.25 -0.21
C -0.993398 -0.148543 -2.729236 0.35 -1.85 -0.58
H -0.996424 -0.037056 -3.821709 -0.11 0.01 0.28
H -0.570690 3.046384 1.522332 -0.58 -0.32 0.15
H -1.229532 1.839602 3.284813 -0.16 0.02 -0.91
H -2.607329 1.960589 -2.801764 0.22 -0.11 0.09
H -2.460224 0.898525 -0.828061 0.03 0.27 -0.07
O -0.542429 2.230601 -1.407790 -4.49 -1.13 0.91
C 0.616321 2.469032 -2.004916 3.19 -0.14 -2.09
C 0.689412 2.639801 -3.490308 -0.01 0.77 -0.37
C 1.751045 2.795761 -1.126589 0.93 0.91 0.59
H 1.031895 0.285906 -2.258102 0.71 0.57 -1.36
H 0.238904 1.813474 -4.109906 0.20 0.78 0.60
H 0.191414 3.627724 -3.720269 0.32 -0.91 -0.34
H 1.757174 2.729866 -3.829392 -1.07 -0.10 0.45
H 1.850111 2.141202 -0.214654 -0.15 0.48 -0.92
H 2.702053 2.780593 -1.738619 -1.02 -0.14 0.82
H 1.653030 3.867332 -0.758795 0.16 -0.99 -0.16
C 1.192406 1.750785 2.711945 0.77 -0.74 -0.14
H 1.557393 2.438405 3.480939 -0.45 -0.22 -0.38
C -3.269857 -2.113732 0.798316 -0.37 0.11 -0.55
C -2.205433 -2.298966 1.800469 1.05 0.04 0.62
N -1.067084 -1.621063 1.926358 -0.56 -0.51 0.26
C -0.369808 -2.166779 3.008436 -0.75 0.12 -0.64
C -1.115170 -3.177657 3.516631 0.17 -0.06 0.10
N -2.257782 -3.251673 2.749456 0.11 0.06 0.06
H -4.128160 -2.762637 1.051034 0.32 0.45 -0.24
H -3.596490 -1.056501 0.787496 0.02 -0.53 -0.05
H -2.899668 -2.396712 -0.207004 -0.22 0.18 0.46
H 0.587637 -1.785689 3.319924 -0.02 0.04 -0.06
H -0.914917 -3.836924 4.338425 -0.10 -0.10 0.07
H -3.020724 -3.899603 2.858160 0.09 -0.03 0.11
```
Forces are in eV/Å.

Summary:
charge: +1
energy above the lowest of the compared OMol25 structures with the same formula, charge and spin: 192.65 kJ/mol
E_HOMO (spin up / spin down): -9.13 / -9.17 eV
spin multiplicity: 2
calculated total energy: -88896.2673 eV